# 1
The following is a quantum chemistry calculation of a molecular structure, C41H36AuN3P3, from OMol25.

Values from the calculation:
M   860.6 g mol⁻¹
HOMO energy (alpha / beta)   -16.410 / -16.482 eV
HOMO-LUMO gap (alpha / beta)   5.109 / 5.281 eV
Electronic energy   -79106.8748 eV

ORCA input file:
```
! RIJCOSX wB97M-V def2-TZVPD def2/J DEFGRID3
* xyz 3 1
Au 0.35 0.41 -0.58
P 0.13 2.65 0.22
P 0.44 -1.79 -1.45
P -1.43 -1.19 0.60
N 0.40 2.45 1.86
N 1.90 0.84 1.16
N -0.84 -2.34 -0.44
C 1.89 -2.77 -1.09
C 2.93 -4.82 -0.38
C 3.12 -2.28 -1.50
C 1.62 4.92 -0.12
C 3.57 5.06 -1.52
C 2.40 2.98 -1.36
C -3.70 -2.60 1.05
C -0.10 -1.44 -5.43
C -0.82 -1.45 2.24
C 0.20 -1.15 -4.11
C 1.47 1.61 2.17
C 3.21 0.79 3.56
C -0.06 -1.95 4.85
C 3.44 3.73 -1.89
C 2.67 5.66 -0.64
C -5.41 -0.56 0.18
C -1.24 -1.24 4.60
C 4.16 -4.33 -0.80
C 1.78 -4.04 -0.53
C -1.62 -0.98 3.30
C 2.08 1.58 3.42
C -3.57 4.15 0.74
C -0.05 -2.10 -3.12
C 4.26 -3.06 -1.36
C -3.20 -1.37 0.61
C 0.39 -2.11 2.49
C -1.37 3.53 0.00
C -2.67 5.05 -1.33
C -0.91 -3.61 -4.77
C -5.92 -1.78 0.60
C -2.42 3.42 0.93
C -4.04 -0.34 0.19
C 0.75 -2.38 3.80
C -5.07 -2.80 1.03
C 3.69 0.05 2.49
C -0.61 -3.33 -3.45
C 3.00 0.09 1.30
C -0.66 -2.66 -5.76
C 1.49 3.57 -0.48
C -1.51 4.33 -1.14
C -3.70 4.97 -0.39
H -3.64 0.61 -0.15
H 5.05 -4.94 -0.68
H -4.61 5.53 -0.54
H -5.48 -3.74 1.37
H 0.92 5.39 0.56
H 5.22 -2.69 -1.69
H -1.54 -2.95 -0.87
H -2.34 2.76 1.79
H 2.30 1.93 -1.64
H 0.10 -0.71 -6.21
H -2.55 -0.45 3.11
H 3.21 -1.29 -1.95
H -4.38 4.10 1.46
H 4.58 -0.57 2.58
H -7.00 -1.95 0.59
H -1.86 -0.91 5.43
H -0.70 4.41 -1.87
H -3.05 -3.39 1.40
H 3.31 -0.51 0.44
H 1.02 -2.45 1.67
H -0.77 -4.10 -2.70
H 3.73 0.77 4.52
H -0.91 -2.88 -6.79
H 0.23 -2.17 5.87
H 0.63 -0.18 -3.85
H 1.73 2.22 4.22
H -6.09 0.23 -0.14
H 2.79 6.70 -0.36
H 4.14 3.28 -2.57
H -1.34 -4.57 -5.03
H 0.82 -4.43 -0.20
H -2.78 5.69 -2.19
H 4.38 5.65 -1.94
H -0.06 3.00 2.57
H 2.85 -5.81 0.05
H 1.66 -2.94 4.00
*
```

Löwdin atomic charge list, values in e, 6 entries:
1. Au 0.694
2. P 0.929
3. P 0.842
4. P 0.974
5. N -0.062
6. N -0.002

=====

# 2
The following is a quantum chemistry calculation of a molecular structure, C41H36F6N2O2PSSbSeTl, from OMol25.

Values from the calculation:
M   1170.9 g mol⁻¹
HOMO energy (alpha / beta)   -2.041 / -2.017 eV
HOMO-LUMO gap (alpha / beta)   5.711 / 4.403 eV
Electronic energy   -163190.3291 eV

ORCA input file:
```
! RIJCOSX wB97M-V def2-TZVPD def2/J DEFGRID3
* xyz -2 2
Tl -1.75 1.75 -0.76
Sb 2.18 0.00 -2.17
Se -1.81 -0.97 1.67
S 0.76 0.15 -3.91
P -0.85 5.78 -1.18
F -1.15 6.76 -2.43
F -0.55 4.79 0.09
F -2.15 6.35 -0.41
F 0.06 6.93 -0.48
F 0.46 5.20 -1.93
F -1.75 4.61 -1.86
O -0.43 -0.82 -1.15
O -4.08 2.14 -0.40
N -3.12 -0.37 -1.47
N -2.57 -1.64 -1.60
C 3.90 -0.74 -3.23
C -0.85 0.71 5.38
C -0.94 -0.09 7.76
C -4.33 -0.35 -1.91
C 0.55 -3.44 -1.50
C 5.30 -2.49 -4.14
C -0.68 1.71 3.12
C -5.33 0.69 -1.81
C 2.81 4.10 -0.70
C 5.53 -0.25 -4.95
C 2.40 -0.91 -0.24
C 2.75 -1.81 2.37
C 4.42 1.90 -1.24
C 2.25 2.93 -1.18
C -7.60 1.35 -2.43
C 0.12 -5.80 -1.55
C -1.29 -1.73 -1.38
C 1.02 -4.74 -1.56
C -1.24 -5.54 -1.48
C -5.15 1.89 -1.05
C 4.52 0.17 -4.09
C 4.18 4.17 -0.48
C -2.53 -2.98 3.99
C -1.93 -1.67 4.45
C -1.58 -0.66 3.53
C 4.29 -2.08 -3.28
C -7.44 2.53 -1.68
C 3.49 -2.36 1.34
C 3.32 -1.91 0.03
C -1.71 -4.23 -1.42
C 5.93 -1.58 -4.97
C -1.05 0.56 4.01
C 4.98 3.06 -0.74
C 1.84 -0.80 2.10
C -6.54 0.46 -2.47
C -6.26 2.79 -1.02
C -1.17 -0.29 6.29
C 3.04 1.83 -1.47
C 1.66 -0.35 0.80
C -0.81 -3.16 -1.43
C -1.72 -1.47 5.80
H -8.52 1.14 -2.95
H -1.24 -0.96 8.33
H 5.59 -3.54 -4.17
H -2.80 -3.59 4.85
H 4.63 5.08 -0.10
H 3.80 -2.81 -2.66
H 4.20 -3.16 1.54
H 0.40 1.84 3.08
H -1.04 1.57 2.10
H 2.08 -4.93 -1.59
H 6.00 0.47 -5.61
H 5.05 1.04 -1.46
H 0.48 -6.82 -1.61
H 1.26 -0.36 2.90
H -2.76 -4.01 -1.36
H 6.71 -1.90 -5.65
H 4.21 1.20 -4.10
H 3.90 -2.35 -0.76
H 0.92 0.42 0.59
H -4.67 -1.27 -2.39
H 6.05 3.11 -0.56
H 2.18 4.96 -0.54
H -8.25 3.24 -1.62
H -1.98 -2.26 6.50
H 1.18 2.90 -1.36
H -1.95 -6.36 -1.47
H -6.64 -0.46 -3.04
H 1.23 -2.61 -1.51
H -1.11 2.64 3.51
H -3.41 -2.82 3.38
H -0.44 1.64 5.74
H -1.50 0.77 8.13
H -6.13 3.70 -0.45
H -1.82 -3.53 3.37
H 0.12 0.10 7.96
H 2.88 -2.16 3.38
*
```

Löwdin atomic charge list, values in e, 6 entries:
1. Tl 0.910
2. Sb 1.216
3. Se 0.976
4. S -0.015
5. P 0.142
6. F -0.169

=====

# 3
The following is a quantum chemistry calculation of a molecular structure, C41H37AsCrN6O8S at a distorted geometry, from OMol25.

Values from the calculation:
M   900.8 g mol⁻¹
HOMO energy (alpha / beta)   -3.551 / -3.505 eV
HOMO-LUMO gap (alpha / beta)   6.092 / 6.048 eV
Electronic energy   -168534.3328 eV

ORCA input file:
```
! RIJCOSX wB97M-V def2-TZVPD def2/J DEFGRID3
* xyz -1 2
As 1.74 -2.69 -0.95
Cr -0.18 -1.05 0.81
S 0.07 -0.62 -2.63
O 0.85 0.55 -2.27
O -0.68 -3.66 0.02
O -1.02 0.68 -0.11
O 3.31 -3.49 -0.62
O 1.81 -1.45 0.18
O -2.44 -0.81 0.56
O -0.16 -1.57 -1.48
O -1.12 -0.40 -3.39
N -1.74 2.48 -1.89
N -0.14 -1.20 2.85
N 0.69 -3.75 1.87
N 0.29 1.51 2.25
N -0.26 -2.97 1.15
N 0.91 0.63 1.44
C 2.36 -2.18 5.38
C 2.07 -2.43 -2.84
C -0.03 3.49 -3.24
C 0.97 -5.29 0.10
C 0.88 2.73 2.17
C 1.87 4.43 -4.60
C 0.45 -4.19 -0.71
C -4.13 2.84 -2.07
C -1.30 2.89 -3.16
C -0.75 1.12 3.13
C -3.30 1.04 -0.70
C -2.04 2.68 -4.32
C -1.53 3.06 -5.55
C 0.78 -1.94 3.53
C 2.34 -3.81 3.64
C 3.09 -3.10 -3.50
C -3.04 2.11 -1.58
C -0.27 3.64 -5.63
C -4.62 0.72 -0.37
C -5.42 2.50 -1.74
C -5.68 1.43 -0.89
C -3.46 2.82 5.18
C -0.86 -0.23 3.50
C 1.36 -1.49 4.73
C 2.89 -3.34 4.83
C 2.36 -2.13 -5.59
C 1.05 -4.99 1.42
C -1.76 -0.51 4.54
C 0.49 3.84 -4.49
C 1.35 -1.44 -4.93
C -1.59 2.10 3.65
C 1.22 -1.60 -3.56
C 3.22 -2.95 -4.88
C -2.51 1.79 4.64
C 1.26 -3.18 3.02
C 0.77 3.69 -1.98
C -2.21 0.25 -0.06
C 1.89 2.64 1.24
C 1.86 1.30 0.81
C 4.05 -4.06 5.47
C -2.56 0.47 5.10
H 0.14 3.91 -6.60
H 2.16 4.50 -5.65
H -1.54 3.11 3.28
H -3.94 3.68 -2.72
H 3.59 -3.20 0.25
H 2.48 -2.03 -6.66
H 3.99 -5.14 5.32
H -4.77 -0.11 0.30
H 1.38 -5.69 2.17
H 4.09 -3.87 6.54
H 1.39 2.82 -1.77
H -4.46 2.70 4.76
H 1.00 -0.55 5.14
H 2.44 0.79 0.07
H 0.12 3.83 -1.12
H -3.26 0.20 5.88
H -6.70 1.16 -0.62
H 0.68 -0.78 -5.46
H 2.55 3.42 0.93
H -3.12 3.83 4.92
H 1.42 4.56 -2.06
H 2.77 -4.69 3.19
H -1.05 1.94 -1.38
H -3.54 2.76 6.26
H -2.99 2.16 -4.26
H 5.00 -3.73 5.04
H 2.61 3.82 -4.08
H -2.11 2.88 -6.44
H 3.76 -3.73 -2.94
H 0.13 -4.47 -1.72
H 1.91 5.43 -4.17
H 2.77 -1.79 6.30
H -6.24 3.09 -2.14
H 1.17 -6.28 -0.29
H 0.55 3.54 2.78
H 4.01 -3.48 -5.40
H -1.83 -1.54 4.88
*
```

Löwdin atomic charge list, values in e, 6 entries:
1. As 1.199
2. Cr 0.882
3. S 0.523
4. O -0.270
5. O -0.138
6. O -0.099

=====

# 4
The following is a quantum chemistry calculation of a molecular structure, C41H37BCrO5S at a distorted geometry, from OMol25.

Values from the calculation:
M   704.6 g mol⁻¹
HOMO energy (alpha / beta)   -15.665 / -16.158 eV
HOMO-LUMO gap (alpha / beta)   8.199 / 4.488 eV
Electronic energy   -93261.2514 eV

ORCA input file:
```
! RIJCOSX wB97M-V def2-TZVPD def2/J DEFGRID3
* xyz 3 4
Cr 1.17 -0.72 -5.44
S 1.84 -2.63 4.08
O -2.69 0.63 0.36
O -1.04 -0.99 0.74
O 4.08 0.21 -5.55
O 1.08 2.08 -4.22
O 1.25 0.90 -8.04
C 2.26 1.32 -0.42
C 4.44 2.01 3.49
C 1.64 -2.82 -5.25
C 3.01 -0.26 -5.46
C -4.73 -0.65 0.56
C -0.73 -1.40 -4.79
C 0.23 -4.49 5.47
C 0.20 -1.55 -3.73
C -0.49 -1.97 -6.04
C 3.48 -0.15 2.98
C -3.31 -0.47 1.06
C 2.38 0.13 3.82
C 0.51 -3.08 5.09
C 0.70 -2.68 -6.28
C 1.15 0.22 -7.10
C 0.34 -0.74 5.02
C -3.36 -0.12 2.54
C -2.31 -1.68 0.77
C 3.09 3.25 0.78
C 0.85 2.43 1.20
C -2.09 1.81 -2.11
C 0.06 -0.79 -2.50
C 1.03 1.01 -4.67
C -2.90 2.78 -2.71
C 1.44 -0.90 4.18
C 1.00 1.53 0.14
C -0.18 -1.96 5.53
C -0.23 1.03 -0.56
C 1.89 3.30 1.50
C -2.22 -2.76 1.83
C -2.73 4.14 -2.40
C -1.03 2.18 -1.27
C 3.32 2.32 4.26
C -0.74 3.55 -1.14
C 2.28 1.42 4.42
C 1.40 -2.25 -3.99
C -1.63 4.52 -1.62
C -2.56 -2.33 -0.61
C 3.30 2.21 -0.13
C 0.00 -0.03 -1.55
C 4.49 0.78 2.82
B -1.38 0.25 0.21
H 0.90 -3.10 -7.26
H -1.62 -0.79 -4.61
H -1.22 -1.84 -6.84
H -3.40 -3.04 -0.53
H 4.27 2.07 -0.60
H -1.46 5.57 -1.39
H -0.06 0.24 5.28
H 2.57 -3.37 -5.42
H -5.13 -1.58 0.99
H 1.41 1.69 5.03
H 1.76 4.04 2.29
H -2.35 -0.09 2.99
H 2.15 -2.30 -3.20
H -1.80 -2.36 2.76
H -2.81 -1.59 -1.39
H 5.34 0.58 2.15
H -5.35 0.18 0.92
H 1.15 -4.99 5.80
H -0.49 -4.49 6.30
H -3.82 0.87 2.65
H -0.13 2.49 1.70
H -1.04 -2.04 6.19
H 3.54 -1.10 2.45
H 3.26 3.30 4.73
H -0.22 -5.06 4.64
H 5.24 2.73 3.37
H -3.43 4.89 -2.79
H -3.22 -3.19 2.00
H 0.15 3.89 -0.62
H -2.26 0.76 -2.33
H -4.81 -0.68 -0.54
H 3.87 3.99 0.96
H -3.69 2.46 -3.39
H -1.67 -2.89 -0.95
H -4.00 -0.84 3.08
H 2.39 0.52 -1.14
H -1.57 -3.56 1.46
*
```

Löwdin atomic charge list, values in e, 6 entries:
1. Cr 0.253
2. S 1.150
3. O 0.162
4. O 0.142
5. O 0.201
6. O 0.176

=====

# 5
The following is a quantum chemistry calculation of a molecular structure, C41H37Cl3N10ReS at a distorted geometry, from OMol25.

Values from the calculation:
M   994.4 g mol⁻¹
HOMO energy (alpha / beta)   -12.850 / -12.964 eV
HOMO-LUMO gap (alpha / beta)   5.885 / 5.077 eV
Electronic energy   -108533.5218 eV

ORCA input file:
```
! RIJCOSX wB97M-V def2-TZVPD def2/J DEFGRID3
* xyz 2 4
Re -0.59 -0.61 -0.80
Cl 2.07 -6.14 1.76
Cl 0.24 -6.66 -0.41
Cl 2.97 -5.79 -0.92
S 1.65 -1.12 -0.15
N 0.18 1.26 -0.57
N -1.70 -2.44 -1.26
N 1.33 1.57 -0.07
N -2.56 0.07 -0.82
N 4.16 1.73 0.41
N 3.49 0.65 0.25
N -1.21 -0.87 1.33
N 0.48 -3.48 0.80
N -0.60 -2.13 -3.32
N -0.04 -1.13 -2.80
C 1.65 0.58 -3.36
C 4.59 4.08 0.32
C -1.03 2.37 -2.36
C -4.73 0.61 -1.11
C 1.30 -1.27 -4.86
C -3.47 0.51 -1.71
C 1.00 -4.23 -0.13
C 0.98 -0.59 -3.68
C -4.58 0.20 0.22
C 1.56 -5.58 0.11
C -0.57 2.41 -1.06
C 2.61 4.56 2.21
C -1.09 -4.29 2.52
C -1.72 3.45 -2.88
C -3.32 -4.18 -1.05
C -0.53 0.03 3.51
C 4.34 5.37 0.74
C -0.77 3.53 -0.27
C -1.47 4.60 -0.79
C 0.10 -0.10 4.75
C 0.93 -2.24 4.14
C 2.95 0.40 -5.37
C 2.63 1.07 -4.21
C 2.16 0.53 0.11
C 0.86 -1.21 5.06
C 2.28 -0.78 -5.69
C -2.19 -3.87 -3.13
C 2.84 3.26 1.79
C -0.51 2.56 3.70
C 3.35 5.61 1.68
C -1.95 4.57 -2.09
C -1.52 -2.82 -2.54
C -3.11 -4.57 -2.36
C -2.60 -3.11 -0.54
C -1.32 1.32 3.34
C 3.82 3.04 0.82
C -3.23 -0.14 0.38
C -0.45 -1.02 2.58
C 0.25 -2.20 2.93
C 0.23 -3.57 2.25
C -2.48 -0.59 1.46
H 2.52 -1.31 -6.60
H -2.74 -2.80 0.48
H -0.38 3.57 0.73
H -0.83 1.51 -2.99
H -1.72 1.44 2.34
H 3.13 2.00 -3.95
H 3.16 6.62 2.02
H 1.04 -4.15 2.68
H 5.37 3.88 -0.41
H -1.07 -5.29 2.09
H -5.34 0.15 0.98
H 3.72 0.78 -6.02
H 1.87 4.75 2.98
H -3.21 0.74 -2.73
H 1.37 -1.28 6.01
H 1.41 1.13 -2.48
H -1.24 -4.39 3.60
H -1.94 -3.74 2.12
H -3.66 -5.40 -2.78
H 0.12 -2.60 0.46
H -2.18 1.27 4.01
H -1.65 5.48 -0.17
H -0.08 2.49 4.70
H 0.30 2.70 3.00
H -4.02 -4.70 -0.42
H -1.98 -4.11 -4.16
H -2.96 -0.70 2.44
H -2.06 3.43 -3.91
H 4.92 6.19 0.34
H 5.15 1.56 0.24
H -2.49 5.42 -2.50
H -0.01 0.68 5.48
H 1.48 -3.14 4.40
H -1.15 3.45 3.69
H 2.32 2.43 2.22
H 0.78 -2.18 -5.11
H -5.63 0.94 -1.59
*
```

Löwdin atomic charge list, values in e, 6 entries:
1. Re 1.471
2. Cl 0.582
3. Cl 0.593
4. Cl 0.606
5. S 0.822
6. N -0.188

=====

Question: The highest M belongs to which entry?
Answer: C41H36F6N2O2PSSbSeTl